[1]
23
Properties=species:S:1:pos:R:3:lowdin_charge:R:1 method="wB97M-V/def2-TZVPD" homo_energy_ha="-0.5208 / -0.5208" homo_lumo_gap_ev="7.09 / 7.08" charge=+1 spin_multiplicity=1 relative_energy_ev=2.592 mol_weight_g_mol=166.14 e_tot_ev=-22308.5908
C -1.15617 1.39029 -1.19338 -0.149
C -1.27049 2.77561 -0.63076 -0.028
C -0.40861 -1.86957 -2.06472 0.461
C 2.94162 -0.11731 0.56031 -0.072
C -1.10976 -1.73278 1.94478 -0.051
N -0.52575 0.39672 -0.72824 0.023
O 0.39795 1.13367 1.74757 -0.210
O 1.68237 -0.11425 -0.12427 -0.244
O -0.05484 -1.42145 1.03153 -0.257
P 0.35471 0.09207 0.69266 0.435
H -1.83903 1.27830 -2.06201 0.137
H -2.25639 3.02122 -0.40628 0.072
H -0.57229 2.95216 0.19644 0.083
H -1.01218 3.54769 -1.37126 0.106
H -0.97954 -1.69364 -2.97346 0.083
H -0.87322 -2.27768 -1.18668 0.046
H 0.55903 -1.56814 -1.89512 0.009
H 3.24831 0.86422 0.95871 0.106
H 3.73830 -0.33241 -0.18572 0.106
H 3.02395 -0.88840 1.26525 0.073
H -0.71729 -1.47187 2.92195 0.104
H -1.24660 -2.80638 1.76879 0.110
H -1.92408 -1.15808 1.73391 0.056


[2]
23
Properties=species:S:1:pos:R:3:lowdin_charge:R:1 method="wB97M-V/def2-TZVPD" homo_energy_ha=-0.3429 homo_lumo_gap_ev=9.52 smiles="C[C@@H]([N+](C)(C)C)S(=O)(=O)[O-]" spin_multiplicity=1 relative_energy_ev=2.322 mol_weight_g_mol=167.23 e_tot_ev=-23860.8013
C -0.65075 1.32981 -1.48637 -0.106
C -0.67497 -0.00697 -0.84441 -0.226
N 0.65293 -0.24585 0.26465 -0.290
C 0.42671 0.21396 1.62918 -0.047
C 0.75859 -1.72203 0.33854 -0.064
C 1.90629 0.40894 -0.20784 -0.012
S -2.28901 -0.05034 0.06488 0.458
O -2.27777 1.00811 1.07103 -0.329
O -3.31377 0.02386 -0.97649 -0.315
O -2.10088 -1.40023 0.60403 -0.364
H -0.65677 1.95377 -0.61803 0.074
H 0.19914 1.66835 -2.16605 0.109
H -1.56602 1.25072 -2.06375 0.091
H -0.56015 -0.74044 -1.57386 0.102
H 1.15615 -0.21321 2.35380 0.125
H 0.64574 1.30522 1.57018 0.120
H -0.57496 0.08763 1.95840 0.064
H 0.66916 -2.32380 -0.64658 0.130
H 1.71542 -2.22702 0.77836 0.137
H -0.12814 -2.00452 0.85605 0.057
H 2.42827 -0.06471 -0.94669 0.066
H 1.56795 1.38426 -0.58118 0.092
H 2.66684 0.36448 0.62213 0.129


[3]
24
Properties=species:S:1:pos:R:3:lowdin_charge:R:1 method="wB97M-V/def2-TZVPD" homo_energy_ha=-0.3819 homo_lumo_gap_ev=11.02 spin_multiplicity=1 relative_energy_ev=0.637 mol_weight_g_mol=183.23 e_tot_ev=-25910.2077
C -0.05407 -1.85411 -0.61203 -0.078
C -1.08862 -1.20895 1.54174 -0.078
C 0.73882 1.48006 0.99115 -0.002
C 0.05041 -0.92812 0.57436 -0.404
C -0.02416 0.54756 0.12530 -0.342
N -0.68887 0.97880 -0.89552 0.156
O 2.68584 3.45562 -1.96061 -0.253
O 1.43473 2.45429 -3.86608 -0.130
O 0.39443 3.03155 -1.76419 -0.290
O 1.95499 1.13233 -1.85698 -0.276
S 1.72868 2.47517 -2.28733 0.446
H -0.10412 -2.92778 -0.38475 0.079
H -1.12204 -1.66970 -1.01778 0.096
H 0.70279 -1.61682 -1.45994 0.120
H -0.90290 -0.63212 2.52291 0.099
H -1.11161 -2.30193 1.87222 0.099
H -2.13401 -0.89662 1.17325 0.111
H 1.32063 1.99791 0.24070 0.060
H 1.11545 0.98140 1.92543 0.114
H -0.01680 2.27746 1.21001 0.119
H 0.99603 -0.85872 1.03916 0.112
H -0.36459 2.13906 -1.46846 0.082
H 0.95688 3.22962 -4.08748 0.062
H -1.09974 0.19023 -1.40988 0.097


[4]
21
Properties=species:S:1:pos:R:3:lowdin_charge:R:1 method="wB97M-V/def2-TZVPD" homo_energy_ha=-0.3328 homo_lumo_gap_ev=8.43 spin_multiplicity=1 relative_energy_ev=4.585 mol_weight_g_mol=135.23 e_tot_ev=-19764.5174
C 1.67881 1.11450 0.29958 -0.311
C 2.48737 1.01813 -0.99525 -0.723
S 3.93042 -0.13211 -1.07123 0.580
C 1.04747 -0.15076 0.80166 -0.245
N -0.20834 -0.48867 -0.05934 -0.085
C -1.53369 -0.07176 0.46162 -0.217
C -2.69970 -0.94481 -0.17343 -0.315
O -3.89391 -0.85633 0.47745 -0.057
H 0.94073 1.98020 0.32138 0.129
H 2.41679 1.46907 1.09347 0.117
H 1.69838 0.78031 -1.76733 0.058
H 2.67715 1.97524 -1.46628 0.051
H 2.27222 -0.99996 -1.36211 0.143
H 1.65582 -1.06401 0.73935 0.087
H 0.63338 0.02647 1.83300 0.115
H -0.11424 -1.50493 0.03442 0.085
H -1.78264 0.99432 0.29288 0.113
H -1.61817 -0.38135 1.57199 0.127
H -2.41618 -2.03332 -0.10856 0.127
H -2.69168 -0.62087 -1.25276 0.124
H -4.48000 -0.10935 0.32950 0.098